Entry 1:
CH5NOSi as an isolated structure, computed with ωB97M-V/def2-TZVPD.

The geometry in XYZ format:
```
9
Properties=species:S:1:pos:R:3
C -0.426 -1.436 -0.544
N -0.849 -2.410 -0.978
O -0.328 1.119 0.712
Si -0.092 2.311 -0.178
H 0.034 -0.737 0.073
H 1.168 -2.418 1.564
H 0.550 -2.280 1.105
H -0.774 2.252 -1.460
H 0.716 3.599 -0.294
```

The value obtained for the total energy is -460.48102 hartree. Its total charge is 0. The calculation puts the orbital gap at 10.38 eV.



Entry 2:
A 2-piece molecular cluster, C6H13NO overall, computed with ωB97M-V/def2-TZVPD.

The geometry in XYZ format:
```
21
Properties=species:S:1:pos:R:3
C 0.097 0.624 -2.419
C -0.505 0.093 -1.000
C 0.462 0.083 0.180
C 0.607 -1.203 0.889
C 1.880 -1.689 1.026
C -0.429 -2.980 2.062
N -0.527 -1.907 1.368
H 0.885 0.015 -2.695
H -0.722 0.869 -3.098
H 0.406 1.601 -2.170
H -1.217 0.935 -0.639
H -0.899 -0.869 -1.217
H 1.476 0.401 -0.093
H 0.029 0.830 0.930
H 2.379 -2.569 1.477
H 2.725 -1.151 0.737
H -1.226 -3.563 2.528
H 0.602 -3.406 2.140
H -2.220 4.499 0.743
H -2.044 4.541 -0.801
O -1.760 4.848 0.052
```

The structure (SMILES) is C=NC(=C)CCC.O. The value obtained for the total energy is -366.29487 hartree. Its total charge is 0. The calculation puts the orbital gap at 9.40 eV.



Entry 3:
One molecule with the formula C5H12O2, computed with ωB97M-V/def2-TZVPD.

The geometry in XYZ format:
```
19
Properties=species:S:1:pos:R:3
C 0.040 -0.247 -0.885
C -1.287 0.035 0.104
C 1.166 0.735 -0.723
C -1.008 -0.181 1.581
C 2.319 0.287 0.156
O -0.422 -0.243 -2.195
O -2.227 -0.919 -0.399
H -1.271 -0.718 -2.188
H -3.017 -0.918 0.154
H 0.349 -1.260 -0.591
H -1.672 1.051 -0.077
H 1.491 1.069 -1.706
H 0.501 1.507 -0.218
H -0.314 0.572 1.947
H -1.930 -0.126 2.165
H -0.569 -1.166 1.743
H 3.009 1.112 0.324
H 1.974 -0.064 1.127
H 2.867 -0.526 -0.318
```

The structure (SMILES) is CC[C@H](O)[C@H](C)O. The value obtained for the total energy is -348.16243 hartree. Its total charge is 0. The calculation puts the orbital gap at 10.36 eV.



Energy above the lowest of the compared OMol25 structures with the same formula, charge and spin for the records above, in order: 2.2053; 3.7831; 1.1533 eV